53
Properties=species:S:1:pos:R:3:mulliken_charge:R:1 method="wB97M-V/def2-TZVPD" de_lowest_kcal_mol=9.0 energy_ha=-1602.60885 smiles="CCN1CCN(C(=O)CN(c2cc(OC)ccc2OC)S(C)(=O)=O)CC1"
C -5.84318 -0.90290 0.53284 -1.390
C -4.81160 0.21946 0.45072 -0.201
N -3.46247 -0.31757 0.50878 0.129
C -2.97055 -0.86364 -0.74027 -0.827
C -2.53147 0.21950 -1.73829 -0.792
N -1.53877 1.07770 -1.12048 0.088
C -0.31759 1.17430 -1.67105 0.759
O -0.02627 0.63062 -2.72386 -0.716
C 0.73087 1.98574 -0.90639 -1.100
N 1.09801 1.25671 0.28933 0.914
C 1.77255 0.02351 0.15134 -0.611
C 1.24611 -1.07952 0.79159 0.130
C 1.84047 -2.33648 0.68112 0.161
O 1.22392 -3.34801 1.35041 -0.437
C 1.78301 -4.63724 1.27724 -0.957
C 2.97970 -2.46832 -0.09899 -0.884
C 3.52580 -1.35944 -0.72797 -0.886
C 2.95353 -0.10422 -0.60247 0.430
O 3.47920 1.04136 -1.14128 -0.298
C 4.53684 0.92068 -2.06368 -1.091
S 1.42114 2.13220 1.65560 1.335
C 3.07911 2.83143 1.43906 -1.003
O 1.45100 1.23309 2.76669 -0.689
O 0.47830 3.21680 1.68478 -0.697
C -2.00719 1.67445 0.11205 -0.269
C -2.46716 0.56624 1.07653 -0.786
H -5.80796 -1.53729 -0.34870 0.323
H -5.64643 -1.51710 1.40670 0.329
H -6.84269 -0.48278 0.61230 0.425
H -4.94429 0.87581 1.31382 0.411
H -4.99878 0.81772 -0.45480 0.190
H -3.74253 -1.48724 -1.19160 0.305
H -2.10766 -1.49524 -0.50738 0.357
H -2.08309 -0.23020 -2.62467 0.436
H -3.39035 0.82873 -2.04274 0.297
H 0.35044 2.95606 -0.58769 0.705
H 1.58367 2.12627 -1.57864 0.387
H 0.36469 -0.97014 1.39992 0.642
H 1.79174 -5.01455 0.24937 0.366
H 2.80010 -4.65873 1.68165 0.364
H 1.14085 -5.27080 1.88677 0.255
H 3.46508 -3.42219 -0.22852 0.428
H 4.42063 -1.49525 -1.31405 0.414
H 4.72220 1.92902 -2.43134 0.255
H 4.26286 0.27439 -2.90205 0.413
H 5.44573 0.54010 -1.58640 0.373
H 3.78259 2.01073 1.43520 0.260
H 3.09755 3.37078 0.50208 0.274
H 3.26213 3.49543 2.27330 0.487
H -1.23537 2.26561 0.59700 0.192
H -2.85766 2.32686 -0.12631 0.332
H -2.85888 1.01805 1.98886 0.381
H -1.59789 -0.04050 1.34459 0.086